{"formula": "C30H55BeCaCl8INO14PS2", "method": "ωB97M-V/def2-TZVPD", "spin_multiplicity": 1, "lumo_energy_ev": -5.5, "fmax_ev_per_a": 7.380, "species": ["C", "C", "C", "C", "C", "C", "I", "C", "C", "C", "C", "C", "O", "C", "P", "C", "C", "N", "C", "C", "C", "C", "C", "O", "O", "C", "C", "C", "C", "S", "H", "H", "H", "H", "H", "H", "H", "H", "H", "H", "H", "H", "H", "H", "H", "H", "H", "H", "H", "H", "H", "H", "H", "H", "H", "H", "H", "H", "H", "H", "H", "H", "H", "H", "H", "H", "H", "H", "H", "O", "Cl", "O", "O", "O", "Be", "C", "C", "O", "S", "O", "O", "O", "H", "H", "H", "H", "C", "Cl", "Cl", "H", "H", "C", "C", "C", "O", "H", "H", "H", "H", "H", "H", "H", "Ca", "C", "Cl", "Cl", "Cl", "Cl", "O", "H", "H", "O", "H", "Cl"], "positions_angstrom": [[2.408682, -0.708849, 3.913917], [1.849799, -1.040414, 2.761412], [1.436453, -1.585053, 1.277103], [0.737631, -3.020739, 1.523855], [0.231795, -3.322584, 3.017856], [-0.368361, -4.862206, 2.956016], [-1.453290, -2.114984, 3.699654], [0.310923, -0.511814, 0.776173], [0.231672, -0.281382, -0.808126], [0.473117, 1.282586, -1.148283], [-0.609098, 2.293654, -0.429943], [0.083719, 3.783054, -0.545038], [0.688537, 3.921505, -1.875615], [0.921649, 5.325032, -2.191032], [-1.641658, -0.540312, -1.276527], [-1.908638, -0.259199, -3.140035], [-2.266145, -2.236334, -0.693219], [0.959672, -1.267281, -1.669894], [2.359650, -1.614918, -1.312059], [2.684477, -3.087398, -1.979323], [1.805665, -4.298577, -1.427499], [0.565475, -4.786334, -1.994935], [3.391769, -0.670433, -2.179063], [3.095908, 0.487182, -2.656772], [4.707843, -1.131347, -2.496251], [2.724819, -1.686553, 0.262162], [3.996956, -0.796185, 0.719977], [3.761008, 0.795062, 0.787943], [4.683711, 1.683343, -0.205969], [5.491815, 3.066415, 0.766023], [3.040515, -0.550248, 4.863972], [1.471855, -3.895801, 1.272334], [-0.178428, -3.210678, 0.822256], [1.089097, -3.418506, 3.804317], [-1.343102, -4.855820, 2.322506], [0.435808, -5.579459, 2.551025], [-0.580825, -5.128085, 4.073112], [0.623726, 0.501380, 1.267205], [-0.748521, -0.727288, 1.164291], [0.253492, 1.401833, -2.291020], [1.543661, 1.662001, -0.994877], [-0.844268, 2.002493, 0.657323], [-1.587549, 2.353652, -1.038485], [0.926028, 3.918995, 0.246629], [-0.728123, 4.613139, -0.396033], [0.984212, 5.444216, -3.346037], [1.942186, 5.714674, -1.787998], [0.035335, 6.002632, -1.858246], [-2.628933, 0.654323, -3.225755], [-0.941597, -0.003118, -3.709230], [-2.493470, -1.148048, -3.613195], [-1.575328, -3.127083, -1.010334], [-2.363454, -2.310997, 0.460558], [-3.336672, -2.433883, -1.109989], [0.961891, -0.864261, -2.644273], [0.302141, -2.085035, -1.758058], [2.558643, -3.016560, -3.135790], [3.798835, -3.391362, -1.810627], [2.199548, -4.893235, -0.509108], [-0.042671, -5.661031, -1.560059], [0.174692, -4.180471, -2.911934], [3.109223, -2.780074, 0.435398], [4.380243, -1.143278, 1.768698], [4.931857, -0.968330, 0.038364], [2.631954, 0.990890, 0.707329], [4.056302, 1.129903, 1.868699], [5.413758, 1.080784, -0.857090], [3.945585, 2.209052, -0.943482], [4.410844, 3.838210, 1.235513], [-0.164838, 2.003947, 4.028387], [0.077275, 1.879370, 5.454804], [-0.207485, 0.522526, 5.875062], [-0.781766, 2.798175, 6.171286], [1.462915, 2.191778, 5.737703], [-2.255364, 4.402470, -0.285078], [-6.829277, 2.552318, 1.224010], [-6.214326, 1.221300, 1.635769], [-5.692671, 0.662601, 0.426781], [-5.203359, 1.870148, -0.542288], [-3.783329, 2.028275, -0.371712], [-5.819207, 1.702394, -1.825707], [-5.946975, 3.087363, 0.235342], [-7.810684, 2.408466, 0.762953], [-6.921561, 3.241343, 2.065150], [-6.942893, 0.547920, 2.087207], [-5.379354, 1.369671, 2.327345], [-3.434567, -3.581189, -5.285098], [-1.978951, -3.380435, -4.307917], [-3.596047, -2.284059, -6.469748], [-3.379640, -4.536661, -5.808883], [-4.306629, -3.570185, -4.628760], [-2.722778, 2.730401, -5.003203], [-2.808018, 4.157265, -4.434506], [-1.571770, 4.955029, -4.885842], [-2.782327, 4.069554, -3.102732], [-1.826543, 2.198605, -4.664783], [-3.596332, 2.133520, -4.718090], [-2.690719, 2.759720, -6.098238], [-3.669475, 4.629610, -4.931835], [-0.634629, 4.501645, -4.543665], [-1.603200, 5.984865, -4.513602], [-1.528766, 5.005284, -5.980060], [-5.381225, -4.269597, -3.179956], [5.383048, -2.316696, 7.100074], [4.348985, -1.661492, 5.809183], [6.390240, -3.626992, 6.444164], [6.428017, -1.026674, 7.734780], [4.363395, -2.952453, 8.411177], [1.621112, -5.045306, 9.986856], [1.550925, -5.615245, 9.210043], [2.385534, -4.485795, 9.797762], [6.639791, 5.822716, -0.657782], [6.050548, 5.295272, -0.126368], [-6.421122, -1.341233, 0.359592]], "atomic_forces_ev_per_a": [[-2.6, -2.1, -6.6], [3.9, 1.1, 4.9], [-0.8, 0.9, 1.7], [-0.1, -0.8, 0.2], [0.4, -2.9, -0.7], [0.1, 1.1, 0.9], [0.9, -0.2, -0.2], [0.8, 0.7, 0.3], [-2.2, 1.3, 0.9], [-0.8, 0.1, -1.6], [0.9, 0.8, -0.5], [2.2, -2.6, -0.7], [-1.8, 1.4, 2.1], [0.6, 1.3, -1.1], [-1.1, 1.3, 1.2], [-0.8, 0.0, -0.7], [0.4, -1.9, -0.2], [-0.2, 0.4, -0.7], [3.3, -1.8, -0.8], [-0.2, -1.0, -0.3], [-2.8, -1.5, -0.8], [2.9, 2.2, 0.9], [6.2, 1.6, -3.2], [-1.6, -3.3, 2.1], [-6.7, 0.7, 2.6], [0.7, -1.0, 1.2], [1.2, 0.3, 0.1], [0.6, -0.3, 1.3], [-2.7, 0.5, -0.7], [-0.4, -0.1, -0.1], [-2.4, 0.5, -2.3], [-1.1, 1.7, 0.6], [1.6, 0.6, 1.1], [-1.6, 1.0, -1.5], [1.7, -0.3, 1.2], [-1.3, 1.0, 0.5], [0.1, 0.2, -2.2], [-0.7, -1.8, -1.0], [1.8, 0.0, -0.3], [0.7, -0.1, 2.0], [-1.6, -0.9, -0.1], [0.4, 0.6, -1.5], [1.3, -0.4, 0.7], [-1.8, 0.2, -1.0], [1.0, 0.3, 0.1], [-0.1, -0.5, 2.1], [-1.9, -0.8, -0.3], [1.5, -1.2, -0.4], [1.5, -1.5, 0.3], [-1.5, -0.6, 0.6], [1.4, 1.8, 0.8], [-1.3, 1.3, 0.5], [0.2, 0.5, -1.9], [1.8, 0.6, 0.6], [0.5, -0.1, 0.9], [1.2, 0.3, 0.5], [0.1, 0.0, 2.0], [-2.0, 1.2, -0.2], [-0.6, 1.2, -1.7], [1.2, 1.6, -0.8], [0.6, -1.5, 1.6], [-0.8, 2.0, -0.4], [-1.2, 0.4, -1.9], [-2.1, 0.0, 0.8], [1.8, 0.1, -0.1], [-0.7, -0.7, -1.9], [-0.8, 1.0, 1.3], [1.6, -1.0, 1.1], [0.8, -1.2, -0.7], [-0.1, 0.0, -0.3], [0.1, 0.0, 0.6], [0.0, 0.1, -0.2], [0.1, -0.2, -0.3], [-0.2, -0.1, -0.2], [-0.6, -0.9, -1.7], [-0.6, -0.5, 0.3], [0.2, 0.8, 0.9], [1.2, 3.7, -0.7], [-1.3, 0.0, 0.4], [-0.2, 0.7, -0.4], [1.1, 0.0, 0.9], [0.9, -0.3, -0.5], [0.1, 0.0, 0.1], [0.2, 0.0, -0.2], [0.2, -0.1, -0.4], [-0.1, 0.0, 0.0], [0.8, 0.2, -0.9], [-0.3, -0.7, 0.1], [-0.2, -0.3, 0.3], [-0.1, 0.1, 0.1], [0.7, 0.8, -1.1], [0.0, -0.7, -0.3], [1.6, 0.9, -1.0], [0.3, 0.2, -0.8], [-0.9, -1.0, 2.7], [-0.1, 0.3, 0.1], [0.0, 0.2, 0.1], [0.0, 0.2, 0.1], [-0.4, 0.1, 0.5], [-0.3, -0.1, 0.1], [-0.1, -0.2, 0.1], [0.0, 0.0, 0.0], [-1.1, -0.2, 2.0], [0.2, 0.1, 0.1], [0.9, -0.9, 0.8], [-0.2, 0.2, 0.1], [-0.2, -0.3, -0.1], [0.2, 0.2, -0.2], [0.2, -0.1, -0.2], [0.0, 0.1, 0.2], [-0.2, -0.1, 0.1], [0.5, 0.4, -0.6], [-0.6, -0.4, 0.5], [-1.0, -4.2, -0.9]], "lowdin_charge": [0.074, -0.058, -0.285, -0.212, -0.734, -0.216, 0.899, -0.114, -0.455, -0.137, -0.163, -0.202, -0.205, -0.087, 0.984, -0.300, -0.312, 0.091, -0.226, -0.117, -0.151, -0.041, -0.464, -0.057, -0.178, -0.126, -0.145, -0.238, -0.503, 0.723, -0.058, 0.104, 0.097, 0.107, 0.063, 0.073, 0.078, 0.125, 0.051, 0.123, 0.108, 0.132, 0.054, 0.179, -0.006, 0.104, 0.120, 0.102, 0.036, 0.054, -0.034, 0.014, 0.032, 0.001, 0.174, 0.124, 0.141, 0.145, 0.108, 0.071, 0.007, 0.142, 0.122, 0.124, 0.086, 0.096, 0.098, 0.069, -0.090, -0.433, 0.607, -0.431, -0.380, -0.389, 0.904, -0.158, -0.222, -0.590, 0.622, -0.315, -0.220, -0.201, 0.137, 0.140, 0.102, 0.141, -1.090, 0.580, 0.584, 0.043, -0.196, -0.058, -0.610, -0.068, -0.166, 0.062, 0.072, 0.084, 0.129, 0.061, 0.078, 0.078, 1.181, -1.985, 0.603, 0.516, 0.534, 0.534, -0.064, 0.036, -0.011, -0.174, -0.178, -0.006]}